# 1
A molecular structure, C17H26Br21F3N2O4 at a distorted geometry. Source: the Open Molecules 2025 dataset; level of theory: ωB97M-V with the def2-TZVPD basis set.

Last column: Mulliken charge in e.
CARTESIAN COORDINATES (ANGSTROEM)
C: -1.0768 -0.4205 0.5759  0.016
C: 0.2039 0.4039 0.6372  0.063
O: 0.1483 1.6205 0.4655  -0.320
N: 1.3422 -0.2698 0.8241  0.451
C: 2.6267 0.3848 0.9862  -0.632
H: -1.8590 0.1743 1.0479  -0.434
H: -0.9674 -1.2951 1.2173  0.171
H: -1.3480 -0.6429 -0.4545  0.239
H: 1.2656 -1.2474 1.0750  0.072
H: 2.6102 1.1795 1.7300  -0.169
H: 2.9699 0.7272 0.0102  0.260
H: 3.3049 -0.3767 1.3613  0.334
C: 3.9492 -5.3270 0.1795  -0.400
C: 2.5877 -4.7674 0.5787  0.458
O: 2.2954 -3.5978 0.3262  -0.454
N: 1.7090 -5.6114 1.1266  -0.179
C: 0.2981 -5.3327 1.4051  -0.545
H: 4.0053 -6.3789 0.4610  0.337
H: 4.6876 -4.7983 0.7817  0.075
H: 4.0903 -5.1693 -0.8839  -0.012
H: 2.0708 -6.4933 1.4490  0.211
H: 0.1483 -5.3159 2.4842  0.319
H: -0.3365 -6.0762 0.9327  0.266
H: 0.0955 -4.3314 1.0363  0.013
C: -5.4816 5.1312 -0.7223  -0.925
C: -5.7366 4.8538 0.7457  -0.323
O: -4.8821 3.8102 1.1949  -0.217
C: -3.8324 4.0666 1.9398  0.236
O: -3.4578 5.1479 2.2820  -0.550
C: -3.1377 2.7769 2.3961  1.068
F: -3.1894 2.6881 3.7523  -0.294
F: -3.7179 1.6762 1.9101  -0.209
F: -1.8366 2.7700 2.0909  -0.208
H: -5.8086 4.3175 -1.3736  0.211
H: -4.4354 5.3337 -0.9414  0.216
H: -6.1268 5.9551 -1.0371  0.391
H: -6.7938 4.6596 0.9286  0.333
H: -5.5784 5.7653 1.3271  0.352
C: 2.7729 2.5520 -4.8748  -0.407
Br: 3.5387 1.3587 -3.4894  0.027
Br: 1.5913 3.8974 -4.1144  0.017
Br: 1.8180 1.5236 -6.2410  -0.069
H: 3.5296 3.0777 -5.4389  0.388
C: -6.2080 -1.1318 -0.4514  -0.349
Br: -7.0773 -2.8950 -0.2986  -0.067
Br: -6.3808 -0.4159 -2.2718  -0.067
Br: -4.3933 -1.0996 0.1867  0.117
H: -6.7416 -0.4450 0.1898  0.391
C: 2.3618 3.7608 0.0802  0.289
Br: 2.8199 3.4222 1.9815  -0.119
Br: 3.8312 4.5913 -0.9036  -0.054
Br: 0.8285 4.9398 0.0397  -0.024
H: 2.0758 2.8055 -0.3447  -0.174
C: 6.9061 -3.2637 -1.5457  -0.370
Br: 6.7167 -2.7268 0.3428  -0.052
Br: 8.5896 -2.7091 -2.3360  -0.044
Br: 5.3983 -2.5257 -2.5483  0.065
H: 6.8809 -4.3440 -1.5632  0.394
C: 1.4552 -3.2155 -2.5838  0.154
Br: -0.2313 -3.9082 -1.9570  -0.039
Br: 1.1629 -1.9510 -4.0449  -0.057
Br: 2.6388 -4.6117 -3.2739  -0.085
H: 1.9305 -2.6590 -1.7927  -0.065
C: 0.5226 -0.5791 4.8089  -0.351
Br: 0.7633 -0.7647 6.7399  -0.051
Br: 0.2399 1.2683 4.3347  0.009
Br: -1.0260 -1.6075 4.1850  -0.035
H: 1.4281 -0.9133 4.3213  0.386
C: -1.6471 2.4776 -2.0515  0.503
Br: -0.6774 1.3521 -3.3393  0.052
Br: -3.4956 1.8958 -1.8043  0.019
Br: -1.6114 4.3716 -2.6840  -0.112
H: -1.1168 2.4821 -1.1036  -0.443

Forces on atoms 1 to 2 (eV/Å):
0.43 0.30 0.89
-1.11 0.36 -0.57

As for the total charge: 0. The value obtained for the LUMO energy is -0.0141 Ha. For the HOMO-LUMO gap, the calculation gives 9.165 eV. The molar mass is 2057.38 g/mol. The highest occupied orbital energy is -9.55 eV.



# 2
A molecular structure, C17H26Cl3MnN2O2S3 at a distorted geometry. Source: the Open Molecules 2025 dataset; level of theory: ωB97M-V with the def2-TZVPD basis set.

Last column: natural (NBO) charge in e.
CARTESIAN COORDINATES (ANGSTROEM)
Mn: 0.0454 0.5592 -0.0244  0.758
Cl: 5.6739 4.8389 -0.6111  0.028
C: 4.1475 4.0251 -0.7142  -0.052
C: 3.9971 2.7781 -0.1309  -0.228
C: 2.7664 2.1662 -0.2558  -0.115
Cl: 2.5152 0.5867 0.4849  0.061
C: 1.6738 2.6939 -0.9394  0.337
O: 0.5311 2.0557 -1.0715  -0.798
C: 1.8796 3.9733 -1.4801  -0.089
Cl: 0.5608 4.7424 -2.3042  0.022
C: 3.0903 4.6304 -1.3812  -0.221
H: 4.8094 2.3041 0.3985  0.247
H: 3.2074 5.6104 -1.8186  0.251
C: -3.2333 -0.2769 1.2308  -0.523
C: -3.3382 0.1755 -0.2165  -0.564
S: -2.0490 1.2600 -0.8456  0.401
C: -2.1728 2.8235 0.0408  -0.558
C: -1.7880 2.8375 1.5170  -0.542
S: -0.1206 2.1727 1.7884  0.364
C: -0.2523 1.1510 3.2681  -0.547
C: -1.3721 0.1218 3.2928  -0.536
S: -1.5483 -0.7669 1.7226  0.279
H: -3.8879 -1.1356 1.3818  0.245
H: -3.5698 0.5043 1.9078  0.220
H: -4.3128 0.6329 -0.3936  0.249
H: -3.2683 -0.6884 -0.8808  0.241
H: -3.1775 3.2300 -0.0871  0.246
H: -1.4900 3.4539 -0.5305  0.277
H: -2.4908 2.2831 2.1353  0.216
H: -1.8011 3.8727 1.8601  0.251
H: -0.3010 1.7876 4.1535  0.248
H: 0.7163 0.6459 3.2907  0.244
H: -2.3321 0.5735 3.5371  0.229
H: -1.1666 -0.6038 4.0805  0.251
C: -0.2752 -1.8528 -3.2162  -0.389
N: 0.0844 -2.8991 -2.2555  -0.414
C: 0.3827 -4.2177 -2.8016  -0.408
C: 0.2993 -2.4802 -0.9867  0.821
O: 0.1867 -1.2407 -0.7936  -0.795
N: 0.6809 -3.3101 0.0200  -0.428
C: 0.3510 -4.7193 0.1911  -0.405
C: 1.2070 -2.7505 1.2550  -0.396
H: -0.6027 -2.3344 -4.1326  0.210
H: 0.5743 -1.2030 -3.4315  0.213
H: -1.0876 -1.2376 -2.8344  0.207
H: 0.3081 -4.1462 -3.8824  0.226
H: -0.3277 -4.9782 -2.4835  0.200
H: 1.3987 -4.5322 -2.5592  0.213
H: 0.0975 -5.2216 -0.7285  0.219
H: -0.4892 -4.8164 0.8841  0.200
H: 1.2137 -5.2248 0.6251  0.214
H: 1.4790 -1.7087 1.1235  0.207
H: 2.1005 -3.3092 1.5381  0.213
H: 0.4768 -2.8363 2.0634  0.197

Forces on atoms 1 to 2 (eV/Å):
-0.58 0.44 1.14
-0.04 -0.01 0.01

As for the total charge: +1. The value obtained for the LUMO energy (spin up / spin down) is -0.0785 / -0.0785 Ha. For the HOMO-LUMO gap (spin up / spin down), the calculation gives 8.090 / 8.273 eV. Its multiplicity is 2. The molar mass is 547.91 g/mol. The highest occupied orbital energy (spin up / spin down) is -10.23 / -10.41 eV.



# 3
2 unconnected molecules or ions with the total composition C17H26F2INO5P at a distorted geometry. Source: the Open Molecules 2025 dataset; level of theory: ωB97M-V with the def2-TZVPD basis set.

Last column: natural (NBO) charge in e.
CARTESIAN COORDINATES (ANGSTROEM)
C: -4.9458 -3.0357 -0.0415  -0.625
C: -3.8057 -3.7034 -0.8195  -0.451
C: -3.2025 -2.9149 -1.9736  -0.315
I: -4.6428 -2.5161 -3.5164  0.170
C: -2.5448 -1.5986 -1.5781  0.120
O: -3.5116 -0.6088 -1.1827  -0.674
C: -1.5855 -1.6677 -0.4316  0.258
N: -0.6089 -0.8510 -0.5380  -0.217
C: 0.3837 -0.7011 0.5288  -0.637
P: 1.8783 -1.7691 0.3491  2.356
O: 1.5287 -3.1606 0.5825  -1.054
O: 2.5564 -1.5749 -1.0591  -0.988
O: 2.8610 -1.1502 1.4354  -0.959
C: -0.6756 -0.0698 -1.8125  -0.067
C: 0.6354 0.1766 -2.5309  -0.463
C: 1.4715 1.3159 -1.9258  0.116
C: 1.0299 2.6730 -2.4450  -0.648
O: 2.8314 1.0359 -2.2541  -0.744
C: -1.6506 -0.8974 -2.6558  0.212
F: -2.3520 -0.0223 -3.4151  -0.310
H: -4.5670 -2.5364 0.8518  0.188
H: -5.6620 -3.7774 0.2927  0.239
H: -5.4724 -2.2971 -0.6341  0.232
H: -3.0153 -4.0213 -0.1373  0.205
H: -4.1869 -4.6283 -1.2465  0.244
H: -2.4371 -3.5123 -2.4646  0.237
H: -3.5775 -0.5362 -0.2269  0.482
H: -1.7167 -2.3420 0.4045  0.254
H: -0.0711 -1.0661 1.4465  0.268
H: 0.5971 0.3527 0.6960  0.254
H: 3.0827 -0.7657 -1.1761  0.541
H: 2.7506 -0.1953 1.5064  0.507
H: -1.1070 0.8891 -1.5325  0.243
H: 0.3678 0.4696 -3.5459  0.245
H: 1.2201 -0.7288 -2.6296  0.260
H: 1.3881 1.2981 -0.8368  0.144
H: 1.8022 3.4249 -2.2948  0.230
H: 0.1461 3.0216 -1.9144  0.226
H: 0.8012 2.6375 -3.5060  0.224
H: 3.2371 1.8166 -2.6247  0.495
H: -1.1555 -1.6652 -3.2459  0.195
F: 2.9769 2.3955 1.3823  -0.353
C: 2.8268 2.6831 2.7071  0.384
C: 2.9383 3.9843 3.1426  -0.282
C: 2.7622 4.2388 4.4954  -0.172
C: 2.4846 3.2024 5.3790  -0.219
C: 2.3811 1.9003 4.9125  -0.168
C: 2.5559 1.6405 3.5614  -0.306
H: 3.1577 4.7756 2.4389  0.238
H: 2.8413 5.2530 4.8605  0.230
H: 2.3521 3.4113 6.4311  0.229
H: 2.1729 1.0889 5.5958  0.226
H: 2.4750 0.6285 3.1957  0.198

Forces on atoms 1 to 2 (eV/Å):
0.37 0.10 0.15
-0.52 -0.22 -0.16

As for the total charge: +1. The value obtained for the LUMO energy is -0.1679 Ha. For the HOMO-LUMO gap, the calculation gives 7.416 eV. The molar mass is 520.27 g/mol. The highest occupied orbital energy is -11.99 eV.



# 4
3 unconnected molecules or ions with the total composition C17H26F5NO6P at a distorted geometry. Source: the Open Molecules 2025 dataset; level of theory: ωB97M-V with the def2-TZVPD basis set.

Last column: natural (NBO) charge in e.
CARTESIAN COORDINATES (ANGSTROEM)
F: 2.6002 -3.4866 -0.9166  -0.338
C: 3.5125 -2.9697 -1.8880  0.994
F: 4.7420 -2.5205 -1.2894  -0.353
F: 3.9002 -4.1272 -2.6821  -0.383
C: 2.8732 -1.9216 -2.9130  -0.502
C: 2.8893 -0.3852 -2.4274  -0.730
P: 1.4467 0.0625 -1.1982  0.700
C: 0.1356 0.0790 -2.5811  -0.750
C: -1.4074 0.0015 -2.1059  -0.421
C: -1.7355 -0.9835 -0.8670  -0.442
C: -2.8326 -2.1245 -1.1788  -0.202
N: -2.4028 -3.1301 -2.1899  -0.388
C: -3.2574 -4.1700 -2.7888  -0.114
C: -2.4245 -5.0000 -3.8253  -0.313
C: -0.9531 -4.4201 -3.8622  -0.353
C: -1.1032 -3.3109 -2.7924  -0.031
H: 1.8456 -2.3132 -3.2367  0.231
H: 3.5357 -1.9695 -3.8652  0.222
H: 3.8798 -0.2131 -1.8787  0.214
H: 2.8348 0.2796 -3.3641  0.196
H: 1.2727 -1.3482 -0.9088  -0.205
H: 2.4737 0.0725 -0.1400  -0.216
H: 1.7593 1.4617 -1.4844  -0.212
H: 0.5065 0.4836 -0.1734  -0.180
H: 0.2586 1.0968 -3.1330  0.204
H: 0.3291 -0.7182 -3.4050  0.185
H: -1.8394 1.0380 -1.8909  0.212
H: -2.0027 -0.4140 -3.0149  0.189
H: -2.2075 -0.3215 -0.0225  0.238
H: -0.8388 -1.5068 -0.3937  0.236
H: -3.8022 -1.6067 -1.5333  0.197
H: -3.0782 -2.6908 -0.1967  0.197
H: -4.3560 -4.3167 -2.4930  0.213
H: -2.7606 -5.8794 -4.4717  0.215
H: -0.0558 -4.7277 -4.4888  0.243
H: -0.2511 -2.6330 -2.4573  0.238
C: 0.1014 1.4353 3.8608  -0.137
C: -0.4787 0.0714 3.6649  0.439
O: -1.5028 0.2897 2.7169  -0.490
C: -1.0875 1.3559 1.9749  0.975
O: -1.5577 1.6626 0.9158  -0.551
O: -0.0668 2.0260 2.5816  -0.480
F: -1.0424 -0.3877 4.8106  -0.335
H: -0.4428 2.0227 4.6061  0.199
H: 1.1553 1.4024 4.1419  0.216
H: 0.2294 -0.6673 3.2784  0.168
C: 0.2216 6.1331 3.7771  -0.135
C: -0.7551 5.7406 4.8379  0.444
O: -0.2216 4.5319 5.3406  -0.491
C: 1.1273 4.6318 5.1577  0.962
O: 1.9323 3.9285 5.6964  -0.558
O: 1.4463 5.6348 4.2926  -0.473
F: -1.9733 5.4840 4.3056  -0.322
H: 0.0124 5.6580 2.8142  0.221
H: 0.2676 7.2137 3.6324  0.204
H: -0.8514 6.4660 5.6514  0.150

Forces on atoms 1 to 2 (eV/Å):
2.75 1.32 -1.96
0.06 -0.85 -1.03

As for the total charge: -1. The value obtained for the LUMO energy is 0.0733 Ha. For the HOMO-LUMO gap, the calculation gives 5.541 eV. The molar mass is 466.36 g/mol. The highest occupied orbital energy is -3.55 eV.



Short version: total energy = -1508264.5755, -126514.6002, -52598.1966, -54695.6974 eV, in the order given.